# 1
{
  "formula": "C7H16N",
  "method": "ωB97M-V/def2-TZVPD",
  "elements": ["C", "C", "C", "C", "H", "H", "H", "H", "H", "H", "H", "H", "C", "C", "C", "N", "H", "H", "H", "H", "H", "H", "H", "H"],
  "xyz": [[0.7876, 1.3588, 1.6832], [0.6039, -0.0767, 2.1087], [0.9362, -1.1412, 1.3941], [1.0309, -2.5326, 1.9745], [1.6392, 1.4580, 1.0135], [-0.1200, 1.7855, 1.2458], [0.9813, 1.9503, 2.5785], [0.2116, -0.2364, 3.1086], [1.3726, -1.0245, 0.4033], [0.5122, -2.5438, 2.9299], [0.6127, -3.2712, 1.2910], [2.0862, -2.7593, 2.1328], [-0.0757, 1.3924, -3.3726], [-0.3684, 0.9584, -1.9702], [-1.4301, 0.2474, -1.6488], [-1.7055, -0.1846, -0.2788], [-0.8421, 1.0067, -4.0406], [0.0725, 2.4650, -3.4906], [0.8827, 0.9583, -3.6734], [0.3267, 1.2764, -1.1997], [-2.1287, -0.1441, -2.3719], [-0.8976, -0.0259, 0.3411], [-2.5689, 0.3099, 0.1217], [-1.9196, -1.2267, -0.2802]],
  "forces_ev_per_angstrom": [[-0.14, -0.30, 0.48], [0.06, 0.34, 0.02], [0.81, -0.46, 0.24], [-0.35, 0.60, -0.39], [-0.10, 0.10, -0.17], [0.01, 0.08, -0.15], [0.11, 0.11, -0.09], [-0.05, 0.00, 0.00], [-0.08, 0.14, -0.04], [-0.02, -0.28, 0.06], [-0.03, -0.11, 0.15], [-0.01, -0.13, 0.03], [0.47, -0.52, 0.03], [-0.08, 0.55, -0.06], [0.30, -0.36, 0.11], [-0.07, 0.04, -0.41], [-0.02, 0.24, -0.16], [-0.36, 0.07, 0.15], [-0.05, -0.10, -0.08], [0.01, -0.05, 0.03], [-0.14, 0.15, 0.03], [-0.29, -0.15, 0.01], [0.03, 0.01, 0.09], [-0.01, 0.00, 0.13]],
  "lowdin_spin": [0.02, 0.03, 0.02, 0.02, 0.00, 0.02, 0.00, 0.00, 0.01, 0.00, 0.01, 0.00, 0.00, 0.02, 0.16, 0.22, 0.00, 0.00, 0.00, 0.01, 0.04, 0.03, 0.20, 0.18],
  "de_lowest_ev": 2.617,
  "s_squared": 0.751,
  "e_homo_ev": [-3.352, -9.731],
  "multiplicity": 2,
  "largest_force_ha_per_bohr": 0.019,
  "e_lumo_ev": [0.9, 0.8],
  "e_tot_ha": -330.8939,
  "homo_lumo_gap_ev": [4.264, 10.557]
}

=====

# 2
{
  "formula": "C7H16N2",
  "method": "ωB97M-V/def2-TZVPD",
  "elements": ["C", "C", "C", "C", "C", "C", "C", "N", "N", "H", "H", "H", "H", "H", "H", "H", "H", "H", "H", "H", "H", "H", "H", "H", "H"],
  "xyz": [[1.8749, 0.1698, 1.5441], [0.6744, 0.2655, 1.0186], [-0.3787, -0.2712, -1.7549], [-1.2567, -1.6993, 0.1591], [1.1438, -2.0499, -1.1265], [0.1103, 2.7065, 0.5537], [-0.0558, -1.2812, -0.7109], [-1.5413, 0.9904, 1.1165], [-0.1593, 1.3209, 1.0497], [2.2502, 0.8807, 2.3198], [2.4799, -0.7101, 1.4176], [0.4749, 0.2184, -2.1130], [-0.7240, -0.7543, -2.8199], [-1.0798, 0.3919, -1.2596], [-1.0811, -2.6276, 0.5934], [-1.4226, -0.9165, 0.8874], [-2.1368, -1.6950, -0.5094], [1.0243, -3.0817, -0.7843], [1.9524, -1.6339, -0.6012], [1.2705, -1.8534, -2.1691], [1.2582, 2.5119, 0.1714], [-0.5342, 2.9571, -0.2903], [-0.0427, 3.4082, 1.3231], [-1.9997, 1.6260, 1.7999], [-2.1009, 1.1268, 0.1846]],
  "forces_ev_per_angstrom": [[0.58, 0.46, 1.23], [0.01, -1.82, -2.71], [-1.70, -1.30, -1.29], [0.52, 1.14, -2.21], [-1.46, -1.02, 1.31], [3.39, -3.49, -1.52], [0.11, 2.53, 2.15], [-1.59, 1.34, -0.65], [-2.45, 2.05, -0.17], [-0.35, -0.39, -0.71], [0.22, -0.19, -0.32], [1.37, 1.15, -0.01], [-0.06, 0.77, 2.63], [-0.30, 0.44, -1.06], [0.05, -1.74, 0.85], [-0.21, -0.62, 0.03], [0.01, -0.46, 0.25], [0.36, -0.19, -0.65], [1.42, 0.36, 0.56], [0.37, -0.69, -0.78], [-2.72, 1.52, 0.99], [0.02, -0.19, -0.14], [0.31, 1.01, 0.97], [0.52, -0.58, -0.63], [1.56, -0.10, 1.89]],
  "nbo_charge": [-0.55, 0.20, -0.68, -0.69, -0.69, -0.41, 0.20, -0.66, -0.36, 0.19, 0.20, 0.22, 0.20, 0.20, 0.21, 0.28, 0.19, 0.21, 0.24, 0.21, 0.22, 0.19, 0.19, 0.36, 0.33],
  "de_lowest_ev": 6.981,
  "e_homo_ev": [-6.625, -6.688],
  "multiplicity": 1,
  "largest_force_ha_per_bohr": 0.099,
  "e_lumo_ev": [0.8, 0.8],
  "e_tot_ha": -385.5840,
  "homo_lumo_gap_ev": [7.379, 7.522]
}

=====

# 3
{
  "formula": "C7H16N2",
  "method": "ωB97M-V/def2-TZVPD",
  "elements": ["C", "C", "C", "C", "H", "H", "H", "H", "H", "H", "H", "H", "H", "H", "C", "N", "N", "C", "C", "H", "H", "H", "H", "H", "H"],
  "xyz": [[-1.4628, 0.1762, 0.2888], [-2.5244, -0.6935, 0.9629], [-0.8871, -0.5164, -0.9377], [-2.0379, 1.5385, -0.0936], [-0.6452, 0.3352, 0.9997], [-1.2711, 2.1598, -0.5488], [-2.9186, -0.1965, 1.8497], [-2.1041, -1.6495, 1.2702], [-3.3528, -0.8804, 0.2811], [-0.4769, -1.4901, -0.6820], [-1.6525, -0.6836, -1.6922], [-0.0337, 0.1999, -1.4044], [-2.8471, 1.4190, -0.8141], [-2.4246, 2.0555, 0.7827], [2.2428, -0.2726, 1.4300], [2.0801, -0.3845, -0.0029], [2.5857, -1.5999, -0.5278], [2.1756, 0.7238, -0.7560], [1.6347, 1.4738, -1.5589], [3.5242, -1.4828, -0.9038], [1.9781, -1.9008, -1.2872], [3.3000, -0.2273, 1.7245], [1.7870, -1.1474, 1.8937], [1.7440, 0.6327, 1.7695], [1.5865, 2.4108, -2.0434]],
  "forces_ev_per_angstrom": [[-0.20, -0.09, -0.11], [0.23, 0.25, 0.07], [1.72, 1.65, -0.88], [0.14, -0.21, 0.14], [0.00, 0.01, 0.02], [0.09, 0.12, -0.07], [-0.08, -0.02, 0.06], [-0.01, -0.12, 0.01], [-0.09, -0.05, -0.07], [0.22, -0.08, 0.02], [-0.17, 0.10, -0.14], [-2.09, -1.96, 0.93], [-0.10, 0.00, -0.04], [-0.09, 0.09, 0.05], [0.20, -0.08, 0.21], [0.92, -0.35, 0.22], [-0.01, -0.13, -0.10], [-1.82, -0.47, -0.63], [1.31, 0.74, 0.67], [-0.07, 0.09, 0.06], [0.06, 0.18, 0.15], [-0.10, -0.01, 0.01], [0.01, 0.08, -0.01], [-0.03, 0.00, 0.01], [-0.03, 0.26, -0.56]],
  "nbo_charge": [-0.22, -0.60, -0.62, -0.60, 0.19, 0.21, 0.20, 0.20, 0.20, 0.20, 0.20, 0.23, 0.20, 0.20, -0.40, -0.31, -0.64, 0.14, -0.32, 0.34, 0.36, 0.18, 0.22, 0.21, 0.23],
  "de_lowest_ev": 4.275,
  "e_homo_ev": -8.480,
  "multiplicity": 1,
  "smiles": "C#CN(C)N.CC(C)C",
  "largest_force_ha_per_bohr": 0.059,
  "e_lumo_ev": 0.8,
  "e_tot_ha": -385.6835,
  "homo_lumo_gap_ev": 9.260
}

=====

# 4
{
  "formula": "C7H16N2",
  "method": "ωB97M-V/def2-TZVPD",
  "elements": ["C", "C", "C", "C", "C", "C", "N", "C", "N", "H", "H", "H", "H", "H", "H", "H", "H", "H", "H", "H", "H", "H", "H", "H", "H"],
  "xyz": [[0.9911, 0.8528, -0.1336], [0.2088, -0.0373, 0.6653], [-1.4651, 0.7489, -0.0694], [0.1709, -1.5210, 0.4262], [-1.8259, 0.0925, -1.3785], [-2.4711, 0.5108, 1.0368], [1.2866, 0.5866, -1.4545], [2.6979, -0.0140, 0.8345], [3.3079, -0.6408, -0.0809], [0.9318, 1.9041, 0.1371], [0.1177, 0.2681, 1.7019], [-1.3037, 1.8196, -0.2063], [1.8391, -0.2819, -1.5210], [1.8003, 1.3336, -1.9013], [4.2250, -1.0331, 0.1567], [3.0528, -0.0273, 1.8847], [0.3838, -1.7882, -0.6053], [0.9022, -2.0167, 1.0623], [-0.8270, -1.8985, 0.6542], [-2.0708, -0.9615, -1.2419], [-2.5695, -0.5525, 1.2635], [-1.0161, 0.1763, -2.1047], [-2.7069, 0.5675, -1.8249], [-3.4634, 0.8751, 0.7466], [-2.1964, 1.0368, 1.9525]],
  "forces_ev_per_angstrom": [[3.99, -1.02, 1.43], [-5.19, 1.60, -2.05], [1.32, -1.80, 1.58], [-0.02, 0.23, 0.06], [-0.02, 0.04, -0.14], [-0.29, 0.26, -0.21], [-0.05, -0.24, 0.10], [-0.02, 0.92, -1.51], [0.23, 0.56, 0.16], [0.18, -0.19, 0.00], [0.19, -0.02, -0.01], [0.35, -0.07, 0.10], [-0.12, 0.35, -0.04], [0.01, -0.04, 0.10], [-0.40, -0.33, 0.27], [-0.16, 0.18, -0.15], [0.08, 0.07, -0.10], [-0.02, -0.16, 0.01], [0.06, -0.09, 0.15], [0.03, -0.07, 0.02], [0.01, -0.03, 0.00], [-0.07, -0.07, 0.08], [-0.05, 0.01, 0.10], [-0.06, -0.06, 0.03], [0.04, -0.04, 0.02]],
  "nbo_charge": [0.09, -0.19, -0.17, -0.65, -0.65, -0.63, -0.83, -0.01, -0.75, 0.21, 0.22, 0.18, 0.41, 0.38, 0.34, 0.14, 0.22, 0.22, 0.22, 0.20, 0.20, 0.24, 0.21, 0.20, 0.20],
  "de_lowest_ev": 4.385,
  "e_homo_ev": -6.900,
  "multiplicity": 1,
  "largest_force_ha_per_bohr": 0.113,
  "e_lumo_ev": 1.1,
  "e_tot_ha": -385.6795,
  "homo_lumo_gap_ev": 7.992
}